[1]
Molecular formula: C50H44BrIN4O4PSTa
Method: DFT, ωB97M-V/def2-TZVPD

CARTESIAN COORDINATES (ANGSTROEM)
C  6.259262  -1.551245  0.526314
H  7.229389  -1.997847  0.685064
H  7.211745  -4.047359  1.448125
H  -2.195940  1.800236  4.168228
C  -2.350675  4.210920  1.776383
C  3.254651  -5.055076  -3.774531
H  3.300036  -6.066790  -4.154042
C  -5.762994  -1.016134  1.328427
H  -3.945842  5.701846  4.357633
O  -0.544888  -1.325398  -3.652163
H  7.194478  -2.919112  2.817749
C  3.951868  -2.754642  -3.855575
H  3.010942  -1.914964  1.392321
H  4.653320  -4.282050  -5.190968
C  4.930936  0.135571  -0.484540
C  2.137213  3.496207  -2.081085
C  6.657662  -3.739898  2.337300
C  -3.696726  0.303784  0.021548
H  3.071506  -1.454383  -2.402122
C  2.424513  -4.772278  -2.698550
H  3.432765  -2.826009  3.185219
C  -1.921433  -1.491030  4.964593
C  -0.736594  1.184218  0.950168
C  -4.997697  0.783422  -0.069576
C  -0.218960  3.900219  -2.206354
H  -0.874578  -2.710339  6.388264
H  -1.498088  2.457321  -1.297468
C  -0.553762  -2.919387  3.021318
H  -1.941999  -4.500795  1.829288
H  -2.911689  0.816037  -0.507507
C  6.178636  -0.429614  -0.272956
H  -2.885151  -0.482712  3.331770
C  3.773977  -0.408084  0.072211
N  1.855175  1.338917  2.523896
C  3.128492  -2.461266  -2.781572
N  1.688720  -0.561755  3.815073
C  2.368830  -3.470450  -2.214136
H  -2.463110  -0.934577  5.720367
H  -1.047010  4.517270  -2.532755
H  3.491447  -4.356862  1.099084
C  5.125454  -2.099603  1.143586
H  2.121188  1.881174  3.329520
H  1.322450  -1.496633  3.922144
C  2.911131  1.381022  -1.006131
C  1.518662  0.054800  2.653304
S  4.557304  1.566563  -1.389169
H  1.550239  1.846858  1.707854
H  2.032195  -0.079534  4.628027
C  -1.357706  1.987214  1.631707
C  -2.136534  -4.444952  0.767830
C  -3.034242  5.180752  2.487840
C  -2.050015  2.983292  2.380011
C  4.565441  -4.519263  1.234027
C  -2.131419  -3.225062  0.096337
C  1.085345  4.297788  -2.481549
C  -3.413502  4.939470  3.802998
H  4.696281  -5.456161  1.779944
C  4.013437  -4.049344  -4.350104
H  4.972945  -2.423764  3.963981
H  -2.518826  -2.254836  -1.789930
H  4.428962  -4.104015  3.881431
C  -2.461498  -3.196166  -1.262174
O  1.074131  -0.619208  1.662491
H  -5.202804  1.665583  -0.663059
N  2.605011  0.310350  -0.285616
C  -0.343516  -3.201923  4.364222
C  -0.470773  2.727722  -1.508223
H  -4.278570  -2.415710  1.964151
C  -3.421447  -0.833146  0.773441
P  -1.776869  -1.606513  0.872965
C  5.211665  -3.359941  2.010042
H  4.541275  -1.967686  -4.306604
Br  1.425648  -6.176192  -1.937387
H  -3.409240  3.546994  5.436920
O  0.948126  -0.339676  -2.418314
H  -2.043925  4.389931  0.753056
H  5.019973  -4.633709  0.246256
C  4.464536  -3.158933  3.335230
C  -6.027294  0.134179  0.590649
H  1.274750  5.223708  -3.007969
H  0.346695  -3.987677  4.648611
C  -2.154979  -1.229457  3.617573
C  -2.437042  2.747558  3.704956
I  1.117364  -3.087707  -0.566072
C  1.869251  2.304571  -1.409511
C  -2.745323  -4.368953  -1.940826
C  0.571613  1.904443  -1.083146
C  -4.470633  -1.504663  1.407454
C  -1.028590  -2.483869  5.340330
C  -2.717432  -5.587339  -1.271802
H  -2.437070  -6.560233  0.619226
H  3.157926  3.794857  -2.293194
C  -3.112073  3.726068  4.411920
C  -2.426969  -5.620199  0.082456
H  -6.566404  -1.538203  1.831153
H  -3.000879  -4.331199  -2.992221
Ta  0.367468  -0.118766  -0.230268
C  3.888750  -1.508633  0.917760
H  -2.944189  -6.503095  -1.802684
N  -0.230388  -0.744180  -2.700514
H  6.659710  -4.585831  3.026139
H  -7.039402  0.511913  0.520941
O  -1.057399  -0.491783  -1.710348
H  7.067424  -0.001135  -0.718713
C  -1.482062  -1.946221  2.633975
H  0.000550  -3.479711  2.277756
H  -3.270614  6.127655  2.020886

Cartesian forces (eV/Å) of the 2 atoms listed first:
0.01 0.00 0.02
0.00 0.00 0.01

Results
**Total charge**: +2
**ΔE to the lowest compared entry with this formula, charge and spin**: 0.0 kcal per mole
**F_max**: 0.0253 Eh/bohr
**Total energy**: -6119.50293 Eh

***

[2]
Molecular formula: C29H21Cl2F3O2S
Method: DFT, ωB97M-V/def2-TZVPD

CARTESIAN COORDINATES (ANGSTROEM)
C  0.383519  -1.394899  2.647337
H  -2.954322  3.753148  -2.747711
O  -2.520087  -2.136101  1.228677
C  -3.882679  0.372144  1.047742
H  -0.305932  -1.153689  -2.542438
S  -2.322535  -1.397282  2.458840
C  3.503424  2.031777  -2.712797
F  5.029530  -3.059684  3.569244
C  -5.320283  2.029054  2.058691
C  5.852085  0.499086  -2.744437
C  4.004625  -3.733356  2.969479
C  2.755685  -2.907418  2.879638
C  -3.476986  -0.030465  2.318743
C  -1.653695  2.034240  -2.693429
C  -0.299675  -0.063981  -2.605093
H  6.772941  -0.076232  -2.758919
C  4.738820  2.667738  -2.746759
F  3.812481  -4.884610  3.682165
H  -0.782999  0.445787  2.458171
H  -4.920239  -0.074808  -2.798859
C  -4.063115  1.902847  -2.727911
C  -0.783033  -0.638695  2.496344
O  -2.681490  -2.000987  3.723976
H  1.459870  -4.644173  2.923492
C  -1.554860  0.614322  -2.671441
H  -5.327335  2.077013  4.230111
H  3.816488  -1.034549  2.786097
C  3.404868  0.611361  -2.691294
H  2.149411  -1.154047  -2.592666
C  -3.998922  0.499523  -2.758315
C  1.524520  -3.559905  2.859287
H  4.794732  3.752353  -2.762689
F  4.447728  -4.108541  1.725251
C  4.615709  -0.131657  -2.709932
C  2.839398  -1.516450  2.780610
H  -5.093755  1.744195  -0.081535
H  -0.750836  2.641416  -2.669212
H  -3.479424  -0.136951  0.177192
Cl  7.431474  2.690919  -2.786639
H  1.715528  0.316793  2.615695
H  -2.695464  -1.219167  -2.703102
C  -2.762762  -0.130517  -2.713527
H  4.550301  -1.219906  -2.697177
Cl  -5.583675  2.692333  -2.691324
C  0.922602  0.585886  -2.687712
C  2.146952  -0.063981  -2.648146
C  5.916216  1.904118  -2.758330
H  0.919828  1.666468  -2.820345
C  -4.797484  1.414944  0.915751
H  -6.032304  2.846774  1.949593
C  0.364939  -2.822854  2.759764
C  -2.889253  2.668869  -2.728781
H  -3.711261  0.196456  4.445835
H  2.600237  2.638760  -2.698016
C  1.675807  -0.771588  2.680057
H  -0.564158  -3.388291  2.763429
C  -4.929009  1.600753  3.332407
C  -4.012172  0.555703  3.464905

Cartesian forces (eV/Å) of the 2 atoms listed first:
0.47 -0.35 0.06
0.00 -0.20 0.06

Results
**Total charge**: 0
**F_max**: 0.0354 Eh/bohr
**Total energy**: -2886.20688 Eh

***

[3]
Molecular formula: C4H8O2
Method: DFT, ωB97M-V/def2-TZVPD

CARTESIAN COORDINATES (ANGSTROEM)
C  0.729694  0.150841  0.385607
H  0.470857  2.185415  0.675471
H  -1.890017  1.001857  1.317743
C  1.597763  -0.573666  -0.956269
H  -2.489007  0.769428  -0.356935
H  2.636106  -0.566830  -0.666470
H  1.119011  -0.517140  1.143949
O  -0.712116  -1.094044  -0.893770
H  1.419437  -0.078737  -1.918441
C  -0.656610  -0.238336  -0.035094
H  1.373033  -1.648015  -1.193000
O  0.792849  1.392765  1.129355
C  -1.959436  0.305753  0.483822
H  -2.543992  -0.574883  0.767421

Cartesian forces (eV/Å) of the 2 atoms listed first:
0.48 -1.31 -0.87
0.10 -0.52 -0.37

Results
**Total charge**: 0
**ΔE to the lowest compared entry with this formula, charge and spin**: 59.4 kcal per mole
**F_max**: 0.0320 Eh/bohr
**Total energy**: -307.61776 Eh
**SMILES**: CC(=O)[C@@H](C)O

***

- Number 2 is which compound?
  C29H21Cl2F3O2S